Entry 1:
Below is a 3-piece molecular cluster, C10H28N2O3 overall, with properties calculated with ωB97M-V/def2-TZVPD.

```
43
Properties=species:S:1:pos:R:3:forces:R:3
C 3.884 -4.404 4.559 -0.9 0.3 -0.3
H 4.370 -5.264 5.019 1.1 0.6 0.5
H 5.429 -3.812 3.210 -0.3 -0.7 -0.5
H 2.333 -2.986 5.383 -0.2 0.0 -0.5
C -0.782 9.489 -6.561 -1.3 0.1 0.5
C 4.706 -3.369 3.894 3.6 0.9 -0.1
H -0.213 9.182 -4.447 0.5 0.3 -0.3
H -2.063 -1.315 -2.935 -0.1 -0.4 0.3
H 1.064 -5.630 7.581 -0.2 0.1 0.6
C -2.851 -0.603 -2.692 -1.2 1.0 1.1
N 3.151 -5.009 3.439 -2.5 0.4 1.1
H -1.072 7.900 -5.175 -0.2 -0.1 -0.3
H -1.842 -0.596 -0.137 -0.2 0.0 0.0
H -0.042 8.082 -7.674 0.1 0.0 -0.1
H -3.319 -0.266 -3.617 0.3 0.3 -0.3
H -0.177 10.390 -6.667 0.2 -0.1 -0.5
C -1.295 0.084 -0.790 -1.2 0.8 0.4
H -1.798 9.799 -6.316 -0.2 0.3 -0.6
H -0.448 -0.478 -1.184 0.0 0.3 -0.1
C 1.665 -4.728 7.463 0.0 -1.5 0.5
H -3.973 0.982 -1.190 -0.4 0.1 0.6
C -0.351 8.684 -5.407 0.5 -1.2 1.1
H 0.535 8.172 -5.784 0.6 -0.1 0.8
H 4.328 -2.549 3.283 -1.1 -0.3 0.4
H 3.631 -3.267 6.429 0.2 -0.8 0.7
H -1.520 0.946 -2.692 -0.1 1.2 0.1
H -3.694 2.032 -2.307 0.4 0.2 -0.4
N -3.244 1.604 -1.510 0.5 -0.6 0.4
H -5.315 -2.145 -3.138 0.1 0.1 -0.5
H -5.007 -3.098 -1.800 0.5 0.6 1.0
O 2.141 -4.896 6.177 1.4 1.9 -1.5
C -2.207 0.652 -1.898 -0.2 -3.0 -2.0
H -3.800 -3.022 -3.034 0.5 0.4 0.1
H 2.549 -4.818 8.095 -0.3 0.4 0.8
C -4.497 -2.404 -2.468 -0.6 1.0 -0.6
O -3.987 -1.142 -1.925 1.2 -1.7 -0.2
H -1.006 0.944 -0.186 0.5 -0.2 0.1
H 5.493 -2.924 4.503 -0.3 0.4 0.9
H 3.609 -5.661 2.818 0.7 0.1 0.5
H 1.028 -3.866 7.658 0.2 0.3 -0.1
O -0.845 8.609 -7.664 -0.2 0.6 -0.7
H 2.445 -5.507 3.961 -0.7 -0.6 -0.7
C 2.986 -3.790 5.723 -0.6 -1.5 -2.2
```
Forces are in eV/Å.

spin multiplicity: 1
relative energy (zero: lowest compared OMol25 entry of this formula, charge and spin): 230.6 kJ/mol
highest occupied orbital energy: -9.00 eV
SMILES: COC[C@H](C)N.COC[C@H](C)N.CCO
orbital gap: 10.041 eV

Results of the Löwdin charge analysis, in e, for atoms 1 through 4: atom 1 (C): -0.419, atom 2 (H): 0.135, atom 3 (H): 0.072, atom 4 (H): 0.121

***

Entry 2:
Below is a 4-piece molecular cluster, C10H28NO4 overall, with properties calculated with ωB97M-V/def2-TZVPD.

```
43
Properties=species:S:1:pos:R:3:forces:R:3
H -0.260 -0.098 -1.438 -2.0 -0.7 -0.2
H -2.796 -2.473 1.231 2.1 -1.6 -0.4
O 2.262 4.908 3.161 -0.3 0.6 0.0
H -1.745 0.326 -2.523 0.5 -1.4 2.2
H 0.973 -4.200 -0.598 -1.1 0.3 2.0
C -0.632 -2.740 2.112 -0.8 1.7 1.1
C -0.098 1.257 -5.474 -0.2 0.0 -0.1
H 4.284 4.533 3.177 0.1 -0.2 0.1
C -1.275 -3.750 -0.200 1.8 0.2 1.0
O -1.973 -1.529 -1.295 2.9 -0.1 -0.4
H -0.046 3.764 2.333 0.1 -0.3 -0.3
N 0.649 -3.135 1.375 0.1 -2.4 0.3
H -2.380 -4.211 1.830 1.1 1.8 -1.5
C 0.934 3.647 0.664 0.2 0.1 0.1
H 0.539 2.142 -5.403 -0.1 -0.2 0.0
C 0.249 -4.167 0.323 -1.9 -1.6 -3.2
H 1.913 3.695 1.147 0.0 0.1 -0.3
H 3.237 3.181 3.681 -0.1 0.2 0.0
C -1.426 -0.179 -1.489 -0.1 2.4 0.8
H 3.484 4.563 4.779 0.2 -0.2 0.0
H 2.421 5.865 3.222 -0.2 -0.5 -0.1
H -0.145 -0.536 -4.738 0.4 0.4 0.0
H -0.534 -1.574 2.146 -0.7 -2.1 0.0
H 0.148 -2.211 -1.096 -2.1 -0.1 -0.7
C -1.989 0.725 -0.199 0.2 -1.1 -0.7
H -1.685 0.100 0.769 -0.7 1.5 -1.9
H 0.106 -5.286 0.649 0.9 2.4 0.4
H -3.160 0.747 -0.297 2.4 0.2 0.4
H 0.987 2.975 -0.195 -0.1 0.0 0.1
H -1.752 -4.745 -0.597 0.7 2.3 0.6
O -0.022 3.147 1.582 -0.3 0.0 0.5
H 1.262 -3.720 2.014 -0.4 1.6 -0.8
H -1.105 1.508 -5.132 0.0 0.2 -0.2
C -0.939 -2.572 -1.338 -1.4 -1.4 0.3
H -0.128 0.915 -6.511 -0.1 0.2 -0.1
C 3.384 4.262 3.734 0.2 0.2 0.1
H -0.536 -3.102 3.237 -0.5 0.5 -2.6
O 0.441 0.236 -4.655 -0.1 -0.7 0.3
H -0.973 -3.137 -2.379 0.4 1.3 2.0
H 1.129 -2.284 0.989 -0.4 -1.3 0.4
C -1.931 -3.287 1.232 0.1 -0.1 1.0
H -1.506 1.799 -0.159 -1.1 -2.3 -0.1
H 0.632 4.642 0.328 0.2 0.0 -0.2
```
Forces are in eV/Å.

spin multiplicity: 1
net charge: +1
highest occupied orbital energy: -12.06 eV
orbital gap: 8.783 eV

Results of the Löwdin charge analysis, in e, for atoms 1 through 4: atom 1 (H): 0.117, atom 2 (H): 0.141, atom 3 (O): -0.146, atom 4 (H): 0.134

***

Entry 3:
Below is C10H2N4O as an isolated structure, with properties calculated with ωB97M-V/def2-TZVPD.

```
17
Properties=species:S:1:pos:R:3:forces:R:3
C -1.812 0.574 -0.220 -0.5 -3.6 -1.1
C 0.383 -0.585 0.721 -0.9 0.5 1.0
H 0.818 -2.928 1.069 -2.0 2.1 -0.6
C -1.041 -0.458 0.195 1.1 2.2 0.0
C -1.158 -1.875 0.225 1.5 0.3 1.2
N 1.427 1.578 -1.829 -0.2 0.3 -0.2
O 4.129 0.153 -0.241 -1.1 0.5 0.2
C 2.191 1.299 -1.024 0.6 -0.7 0.1
C 0.096 -2.027 0.780 0.8 -2.5 -0.3
C 3.060 0.642 -0.010 0.9 0.2 -0.1
N -4.083 -0.029 -1.248 -2.6 -0.8 -1.3
C -3.045 0.232 -0.895 2.4 0.8 1.8
N 2.446 0.695 1.282 -0.7 -0.2 0.4
N -1.208 3.005 0.105 -0.6 -2.9 -1.1
C -1.465 1.889 -0.172 1.6 5.8 1.8
H -2.060 -2.332 -0.007 -1.0 -1.8 -0.4
C 1.321 0.168 1.269 0.8 -0.4 -1.3
```
Forces are in eV/Å.

spin multiplicity: 1
highest occupied orbital energy (alpha / beta): -9.97 / -9.97 eV
orbital gap (alpha / beta): 8.334 / 8.334 eV

Results of the Löwdin charge analysis, in e, for atoms 1 through 4: atom 1 (C): -0.188, atom 2 (C): -0.133, atom 3 (H): 0.171, atom 4 (C): -0.121

***

Entry 4:
Below is C10H30AlFO5 as an isolated structure, with properties calculated with ωB97M-V/def2-TZVPD.

```
47
Properties=species:S:1:pos:R:3:forces:R:3
H -4.248 3.696 3.490 0.3 -0.8 0.6
H 1.863 0.643 6.930 0.0 0.4 -0.2
H -2.433 0.217 -4.542 -0.7 0.4 0.1
O -3.472 -3.947 -2.117 0.3 -0.2 0.6
H 5.940 0.047 -2.007 0.4 0.5 -0.5
H -0.502 0.941 -6.726 -0.4 0.1 -0.3
H -5.281 -4.319 -1.368 -0.3 0.0 -0.3
H 5.719 -1.485 -0.976 -0.1 -0.6 0.4
C -5.170 -4.970 -3.520 -0.1 0.6 1.0
C -2.151 2.882 3.246 -1.2 -0.6 0.6
H -1.033 2.893 1.775 0.6 0.2 -0.6
C -3.250 3.937 3.125 -0.9 1.0 0.2
O 2.108 -0.030 4.947 -0.8 -0.5 0.4
H -2.402 -0.795 -5.944 0.3 0.5 -0.7
H 1.984 0.863 4.616 -0.2 0.2 -0.3
C -1.807 -0.073 -5.385 -0.6 -1.6 1.4
C 5.121 0.226 -1.311 1.8 0.3 -1.8
H 4.897 1.263 0.493 0.2 0.1 0.3
H -4.887 -4.550 -4.485 0.1 0.1 0.2
Al 1.032 -4.154 1.625 0.0 0.1 0.0
O 4.876 -1.050 -0.828 -0.8 -0.8 0.4
H -0.572 -0.289 -3.978 0.7 0.0 0.3
F -0.154 -0.088 -0.313 0.0 -0.1 0.0
H -2.949 4.837 3.662 0.1 0.0 -0.2
H 4.389 0.581 5.142 0.0 0.1 0.2
H -1.936 2.606 4.278 0.2 0.8 0.4
O -0.770 -0.803 -4.764 0.0 -0.6 0.1
C -1.238 1.157 -5.952 0.5 1.5 -0.5
H -2.024 1.872 -6.196 0.0 -0.2 -0.6
H -3.506 4.206 2.100 0.7 0.0 -0.3
H 4.596 0.902 6.896 -0.1 -0.3 0.0
H 2.816 -0.805 6.740 -0.3 -0.2 -0.4
H 6.623 0.852 0.149 -0.2 -0.1 0.0
H -2.499 1.920 2.870 0.1 0.0 -0.8
H -4.599 -5.874 -3.306 -0.2 0.0 -0.1
H 3.595 1.978 5.976 0.4 0.2 -0.4
C 2.584 0.153 6.275 1.6 -0.4 -0.2
H -6.239 -5.179 -3.536 0.0 -0.1 0.0
O -1.014 3.380 2.602 0.0 -0.7 0.0
C 3.906 0.936 6.052 -0.7 0.6 0.9
H -0.686 1.701 -5.185 0.2 -0.1 0.3
C -4.875 -3.961 -2.314 0.8 -0.5 -1.1
H -5.173 -2.942 -2.561 -0.5 -0.1 0.0
H 4.364 0.633 -1.982 -0.7 -0.1 0.8
H 5.811 2.153 -0.726 0.0 0.0 0.0
C 5.670 1.173 -0.271 -0.6 0.6 0.3
H -3.020 -3.334 -2.701 -0.1 0.1 -0.3
```
Forces are in eV/Å.

spin multiplicity: 1
net charge: +2
relative energy (zero: lowest compared OMol25 entry of this formula, charge and spin): 474.7 kJ/mol
highest occupied orbital energy: -14.63 eV
orbital gap: 1.830 eV

Results of the Löwdin charge analysis, in e, for atoms 1 through 4: atom 1 (H): 0.086, atom 2 (H): 0.120, atom 3 (H): 0.133, atom 4 (O): -0.020

***

Entry 5:
Below is a 2-piece molecular cluster, C10H30BN2O5P2S overall, with properties calculated with ωB97M-V/def2-TZVPD.

```
51
Properties=species:S:1:pos:R:3:forces:R:3
H 2.814 2.542 -5.785 1.9 0.4 -0.5
H 4.986 -2.049 -3.373 0.3 1.1 1.9
H -2.660 -3.256 2.256 0.1 0.0 0.0
H -0.411 1.593 -1.979 1.2 -1.9 -1.2
H -3.800 0.826 4.448 0.0 0.0 -0.3
H 0.032 1.780 3.250 -0.1 -0.2 0.0
H 1.566 2.053 -3.360 -1.2 -0.4 -0.5
H 1.796 0.475 -5.576 -0.1 -0.4 2.2
C -1.430 0.211 3.382 0.0 0.1 0.0
H 1.278 -1.268 0.182 -0.2 -0.1 0.1
H -3.681 1.729 2.895 0.0 -0.2 0.1
S 6.270 1.201 -4.944 -1.3 -0.2 0.3
B 3.319 0.536 -3.733 -0.8 1.1 -1.5
H -4.856 0.393 3.060 0.2 0.1 0.1
C -2.352 -2.806 3.200 0.1 -0.4 -0.1
C -3.199 -1.598 3.539 -0.1 0.3 -0.2
C -3.869 0.758 3.358 0.6 -0.6 -0.4
C 0.256 0.742 -2.476 -0.7 -0.3 1.0
H -0.850 1.558 1.746 0.0 -0.2 0.2
H -0.701 -0.571 3.176 -0.2 0.1 -0.2
C 1.806 0.308 -4.417 0.8 -1.6 -0.3
H -1.963 -2.163 0.741 0.1 0.1 0.1
H -2.128 -0.996 -0.545 -0.4 0.1 0.1
H -3.158 -1.418 4.618 0.0 0.2 -0.3
H -1.517 0.283 4.475 -0.3 -0.1 -0.3
H -1.617 2.372 3.110 0.1 -0.1 0.1
C 0.430 -1.576 0.804 0.5 0.1 0.0
H -2.512 -3.584 3.956 0.0 0.3 0.0
O -0.584 -0.586 0.713 -0.8 -0.4 0.0
H -3.941 -0.657 1.091 0.1 0.0 0.1
H 1.001 0.383 -1.649 -1.2 0.6 -1.5
H -1.279 -2.602 3.174 -0.1 0.0 0.0
H -4.249 -1.799 3.270 0.4 0.3 0.1
O 5.112 -1.583 -2.473 -1.2 1.3 -1.5
H 1.468 -0.802 -4.141 0.5 2.4 -0.8
H 0.772 -1.623 1.840 0.1 -0.2 0.1
N -2.809 -0.255 2.861 -0.6 0.3 0.2
H 4.208 3.046 -2.501 1.2 0.6 -1.9
C -0.952 1.551 2.832 -0.3 0.1 -0.2
N 0.899 1.319 -3.717 1.6 -0.6 1.4
P 3.721 -0.569 -2.215 -0.9 -3.0 2.2
H 0.096 -2.569 0.490 0.0 0.2 0.0
C -1.896 -1.098 0.522 0.2 0.4 0.0
C -2.937 -0.282 1.305 0.5 0.0 0.5
O 4.772 3.213 -3.335 -2.3 -2.6 0.0
H -2.885 0.765 0.982 0.0 -0.3 0.2
O 3.818 2.612 -5.920 -1.2 -1.5 3.4
H -0.388 -0.204 -2.781 1.2 2.1 0.6
P 4.508 1.879 -4.475 1.1 3.2 -1.2
H 3.842 1.378 -1.102 0.5 -2.1 1.1
O 3.852 0.409 -0.778 0.5 1.7 -3.1
```
Forces are in eV/Å.

spin multiplicity: 1
net charge: +1
relative energy (zero: lowest compared OMol25 entry of this formula, charge and spin): 211.7 kJ/mol
highest occupied orbital energy: -10.24 eV
orbital gap: 6.181 eV

Results of the Löwdin charge analysis, in e, for atoms 1 through 4: atom 1 (H): 0.067, atom 2 (H): 0.090, atom 3 (H): 0.078, atom 4 (H): 0.106